Entry 1
The following is a quantum chemistry calculation of a cluster of 2 separate species, C4H7NSi2 in total, from the OMol25 dataset.

XYZ file:
```
14
Properties=species:S:1:pos:R:3:lowdin_charge:R:1
C -0.17568 -2.10318 1.49417 0.0010
C 0.66319 -1.20619 1.52693 -0.2515
Si 1.81700 0.29090 1.28954 0.5457
C 1.64947 0.61733 -0.45941 -0.2731
C 1.61753 0.66533 -1.67781 0.0686
H -0.89230 -2.92904 1.50433 0.0451
H 3.11370 0.02073 1.73650 -0.0699
H 1.29018 1.49558 2.05415 -0.0280
H 1.57019 1.04653 -2.59251 -0.0167
N -2.37624 -0.47278 -0.27400 -0.2604
Si -2.25959 0.71606 -1.31737 0.5528
H -1.80296 -0.54856 0.62989 -0.0579
H -2.06320 0.32296 -2.66364 -0.1139
H -2.15129 2.08434 -1.25078 -0.1417
```

Values from the calculation:
SMILES = C#C[SiH2]C#C.N=[SiH2]
LUMO level = 0.03 eV
HOMO-LUMO gap = 9.093 eV

***

Entry 2
The following is a quantum chemistry calculation of the molecule C4H7NSi2, from the OMol25 dataset.

XYZ file:
```
14
Properties=species:S:1:pos:R:3:lowdin_charge:R:1
C 0.96383 -2.45436 -0.09949 0.0069
C 0.12012 -1.92454 0.56987 -0.2893
Si -1.06840 -0.77973 1.41917 0.4566
N -1.08543 0.88269 0.79497 -0.3601
Si 0.26294 1.69328 0.08665 0.4459
C 0.74109 1.06594 -1.66172 -0.2507
C 1.04291 0.58887 -2.71471 -0.0113
H 1.72659 -3.23910 -0.34045 0.0563
H -0.92169 -0.94247 3.00145 -0.0265
H -2.44247 -1.22791 0.91939 -0.0384
H -1.97425 1.37520 0.47591 0.0580
H 1.13335 1.60881 1.29118 -0.0340
H -0.10440 3.07269 -0.12273 -0.0577
H 1.60580 0.28064 -3.61948 0.0445
```

Values from the calculation:
SMILES = C#C[SiH2]N[SiH2]C#C
LUMO level = 0.59 eV
HOMO-LUMO gap = 10.479 eV

***

Quick one: least stable of them? entry 1

***

Entry 1
The following is a quantum chemistry calculation of the molecule C7H7NO2, from the OMol25 dataset.

XYZ file:
```
17
Properties=species:S:1:pos:R:3:lowdin_charge:R:1
C -0.41542 -0.03860 -2.14668 -0.0675
C -1.08711 0.33930 -0.97146 -0.0361
C 0.78693 -0.57513 -1.76906 -0.0803
C -0.27098 0.03307 0.10171 -0.1890
C -0.86677 1.85337 1.55311 -0.0654
C 1.93903 -1.08158 0.25240 0.0782
C -0.56763 0.34110 1.52497 -0.3267
N 0.90166 -0.54019 -0.40168 -0.1146
O -0.15737 2.78199 1.38380 0.1099
O -1.60918 -0.40708 2.09251 -0.0084
H -0.78212 0.08306 -3.14582 0.0965
H -2.05296 0.79999 -0.90410 0.1103
H 1.57845 -0.98694 -2.36279 0.1163
H 2.75666 -1.46729 -0.31683 0.0665
H 1.97872 -1.05530 1.32349 0.0637
H 0.29426 0.16756 2.18091 0.1489
H -2.42617 -0.24733 1.60552 0.0978
```

Values from the calculation:
LUMO level (alpha / beta) = -0.15 / -0.25 eV
HOMO-LUMO gap (alpha / beta) = 7.740 / 7.167 eV

***

Entry 2
The following is a quantum chemistry calculation of a structure of composition C7H7NO2, from the OMol25 dataset.

XYZ file:
```
17
Properties=species:S:1:pos:R:3:lowdin_charge:R:1
O 2.37135 1.26578 -0.20209 0.0745
C 1.61053 0.36416 -0.47458 -0.3277
C 1.15711 -0.67496 0.48699 0.0618
C -0.17887 -0.76170 0.65169 -0.2072
C -0.81419 -1.23478 1.84279 -0.0779
C -1.41156 -1.69826 2.78923 0.1413
C -1.00451 -0.03533 -0.36411 -0.2701
C -1.24269 1.42335 -0.22652 -0.0708
N -0.19602 0.91594 -1.10971 -0.0449
H 1.87409 -1.11820 1.17627 0.1370
H -1.92847 -2.27039 3.54007 0.0376
H -1.73484 -0.63189 -0.91614 0.1499
H -2.12854 1.85038 -0.69826 0.1084
H -0.90254 1.91445 0.68818 0.1237
H 0.35844 0.38963 -2.30114 0.2836
O 1.77461 -0.15875 -2.24087 -0.1653
H 2.39613 0.46057 -2.64183 0.0461
```

Values from the calculation:
LUMO level = 0.04 eV
HOMO-LUMO gap = 9.345 eV

***

Entry 3
The following is a quantum chemistry calculation of the molecule C7H7NO2, from the OMol25 dataset.

XYZ file:
```
17
Properties=species:S:1:pos:R:3:lowdin_charge:R:1
C 0.25381 2.23208 -0.06500 -0.0557
C -0.43133 0.94498 -0.10738 -0.2874
C -1.85846 0.87577 0.06433 -0.0918
C -2.53641 -0.22914 0.02151 -0.2016
N -1.95089 -1.50145 0.02224 0.0562
C -0.59596 -1.39870 -0.04606 -0.1047
C 0.22806 -0.27478 -0.11390 -0.1572
C 1.67915 -0.42106 -0.07672 -0.4670
O 2.38431 -0.43576 -1.11178 0.0996
O 2.19056 -0.33710 1.14658 0.1698
H 1.03287 2.26327 1.00356 0.1760
H 0.73197 2.16946 -1.29529 0.1946
H -0.38601 3.12690 0.08233 0.0603
H -2.66017 1.83442 -0.10272 0.1801
H -3.73939 -0.24706 0.20950 0.1545
H -0.13325 -2.57629 -0.33586 0.1933
H 1.77810 -0.25264 1.94361 0.0809
```

Values from the calculation:
SMILES = Cc1ccncc1C(=O)O
LUMO level = 0.16 eV
HOMO-LUMO gap = 10.255 eV

***

Quick one: least stable of them? entry 2

***

Entry 1
The following is a quantum chemistry calculation of the molecule C7H7NO2, from the OMol25 dataset.

XYZ file:
```
17
Properties=species:S:1:pos:R:3:lowdin_charge:R:1
C 2.27536 -1.09743 -0.25383 -0.0278
C 1.44556 -0.40758 0.77320 -0.4822
O 1.90680 0.30309 1.63113 0.0934
C 0.05829 -0.49052 0.46136 -0.1009
C -0.89849 -1.17614 -0.17232 -0.0296
N -2.07777 -1.68054 -0.12198 0.1130
C -2.74117 -0.93531 0.77179 -0.1245
O -2.26567 0.23463 1.13038 0.0857
C -1.02840 0.48618 0.50000 -0.2786
C -0.99257 1.71910 -0.27130 0.0051
H 2.77786 -2.05339 0.20434 0.1208
H 3.04868 -0.31273 -0.57061 0.1105
H 1.60421 -1.45097 -1.14332 0.1025
H -3.63116 -1.30705 1.27960 0.1481
H -0.91612 1.29096 -1.28946 0.1143
H -0.08003 2.20662 -0.05411 0.0760
H -1.75723 2.43447 -0.22076 0.0743
```

Values from the calculation:
SMILES = CC(=O)C1=C2N=CO[C@]21C
LUMO level (alpha / beta) = -0.34 / -0.34 eV
HOMO-LUMO gap (alpha / beta) = 7.669 / 7.669 eV

***

Entry 2
The following is a quantum chemistry calculation of a cluster of 2 separate species, C7H7NO2 in total, from the OMol25 dataset.

XYZ file:
```
17
Properties=species:S:1:pos:R:3:lowdin_charge:R:1
C -2.86518 -1.47581 0.53300 0.1616
C -2.07729 -0.89176 -0.19648 -0.0246
C 1.43591 1.95452 0.56096 -0.1024
C 0.31957 1.85084 1.29589 -0.0863
C 1.17540 -0.25011 1.11390 -0.0852
C -0.01437 -1.38712 -1.48720 -0.0318
C -0.96013 -0.41180 -1.02001 -0.5352
N 2.00824 0.69577 0.54043 0.0215
O 0.13746 0.48657 1.60238 -0.0764
O -0.85532 0.76348 -1.25701 0.0822
H -3.40634 -2.01645 1.24773 0.0232
H 1.95331 2.77696 0.10218 0.1174
H -0.53425 2.52853 1.45139 0.1337
H 0.50075 -1.30730 -2.37586 0.0571
H -0.53806 -2.35591 -1.38966 0.0975
H 0.90940 -1.37869 -0.70955 0.1064
H 2.81091 0.41830 -0.01208 0.1413
```

Values from the calculation:
LUMO level = 0.52 eV
HOMO-LUMO gap = 9.807 eV

***

Quick one: least stable of them? entry 1

***

Entry 1
The following is a quantum chemistry calculation of a cluster of 3 separate species, C4H14N2O4 in total, from the OMol25 dataset.

XYZ file:
```
24
Properties=species:S:1:pos:R:3:lowdin_charge:R:1
O 0.18665 3.04967 1.02597 -0.0092
C 0.10607 2.36291 -0.01106 -0.3022
N -0.33399 1.03814 0.08273 0.0079
C -1.05077 0.51779 1.28377 -0.1427
C -0.51638 -0.90975 1.40576 -0.2700
N -0.40739 -1.92774 0.34493 -0.0452
C -1.59827 -2.00690 -0.68144 -0.2651
O -1.54536 -1.02965 -1.63690 -0.0630
H 0.30840 2.62991 -0.97979 0.1009
H -0.29327 0.43160 -0.70270 0.0594
H -0.72969 1.00329 2.18995 0.1171
H -2.13718 0.37460 1.14591 0.1193
H -1.27135 -1.26677 2.03243 0.0823
H 0.43401 -0.86215 1.87467 0.1003
H 0.54009 -1.72666 -0.18127 0.1291
H -1.39776 -2.92107 -1.22242 0.1057
H -2.53868 -2.10183 -0.02771 0.1439
H -1.96952 -0.16857 -1.40545 0.1080
O 1.79202 -0.07342 -2.32684 0.0013
H 2.28795 -0.59907 -1.73589 0.0115
H 2.20366 0.72260 -2.49384 -0.0017
O 2.71909 1.31817 0.34808 -0.1305
H 1.95149 0.63544 0.48712 0.0578
H 3.26017 1.50947 1.18399 0.0850
```

Values from the calculation:
SMILES = O=CNCCNCO.O.O
LUMO level = 0.50 eV
HOMO-LUMO gap = 9.766 eV

***

Entry 2
The following is a quantum chemistry calculation of a cluster of 3 separate species, C4H14N2O4 in total, from the OMol25 dataset.

XYZ file:
```
24
Properties=species:S:1:pos:R:3:lowdin_charge:R:1
N 1.10807 0.78548 -0.83065 0.1788
C 1.73463 -0.03969 0.09186 -0.5920
O 2.83576 0.37399 0.46442 0.0087
N 1.25357 -1.21995 0.58238 0.0487
C 0.08305 -1.89954 0.04003 -0.1844
C -1.25584 -1.22248 0.26111 -0.1633
C -1.57235 -0.89578 1.74422 -0.2534
O -0.62028 -0.08938 2.41266 -0.0672
H 1.70189 1.56871 -1.03903 0.0676
H 0.24777 0.59507 -1.34037 0.0557
H 1.94415 -1.84339 0.95583 0.1470
H -0.02187 -2.85691 0.55929 0.1228
H 0.27499 -2.26830 -0.98839 0.1259
H -2.08990 -1.87778 -0.03619 0.1214
H -1.43589 -0.28972 -0.23405 0.0692
H -1.80346 -1.75116 2.39592 0.1116
H -2.48135 -0.29873 1.88554 0.1151
H 0.25862 -0.19927 2.06589 0.0413
O -1.40082 1.17752 -2.38460 -0.0421
H -1.64620 1.72314 -3.12162 0.0451
H -1.90509 0.37703 -2.21542 0.0385
O 1.71906 3.66300 -0.68126 -0.0623
H 2.25334 3.06242 -0.13176 0.0353
H 0.81817 3.42571 -0.45581 0.0320
```

Values from the calculation:
SMILES = NC(=O)NCCCO.O.O
LUMO level = 0.27 eV
HOMO-LUMO gap = 9.996 eV

***

Quick one: least stable of them? entry 1

***

Entry 1
The following is a quantum chemistry calculation of the ion C4H11N2 with charge +2, from the OMol25 dataset.

XYZ file:
```
17
Properties=species:S:1:pos:R:3:lowdin_charge:R:1
C -0.89026 -0.63581 -1.24332 -0.0907
C 0.15789 -1.23949 -0.24904 -0.1142
C 0.10785 -0.56455 1.18259 -0.1210
C 1.47459 1.31442 1.77124 0.2108
N 0.50066 0.82160 1.10059 0.1483
N -0.82065 0.89947 -1.47086 0.2051
H -1.91442 -0.87561 -0.99102 0.1378
H -0.60015 -1.07568 -2.20179 0.1425
H -0.14323 -2.31893 -0.22762 0.1563
H 1.15007 -1.32837 -0.71028 0.1337
H -0.88816 -0.61420 1.65049 0.1627
H 0.75116 -1.27761 1.69953 0.1755
H 2.16461 0.67580 2.38755 0.1817
H 1.63045 2.42066 1.80191 0.1599
H -1.78561 1.23881 -1.60948 0.1824
H -0.51634 1.34048 -0.55692 0.1475
H -0.37847 1.21901 -2.33358 0.1817
```

Values from the calculation:
2S+1 = 2
Expectation value of S² = 0.7599
LUMO level (alpha / beta) = -9.31 / -13.75 eV
HOMO-LUMO gap (alpha / beta) = 11.801 / 7.301 eV
Net charge = +2

***

Entry 2
The following is a quantum chemistry calculation of the ion C4H11N2 with charge +2, from the OMol25 dataset.

XYZ file:
```
17
Properties=species:S:1:pos:R:3:lowdin_charge:R:1
C -1.83546 0.60669 -1.60822 -0.0264
C -1.94594 0.13600 -0.14718 -0.1812
C -0.62912 0.39426 0.56647 -0.0762
N 2.54997 0.21958 0.71812 0.3044
C 1.65500 -0.75169 0.35864 0.0060
N 0.32307 -0.68788 0.17690 0.1536
H -1.16115 -0.03582 -2.07520 0.0683
H -2.77169 0.39992 -2.12201 0.1141
H -1.59292 1.68560 -1.76214 0.1275
H -2.23171 -0.99009 -0.05596 0.1645
H -2.88994 0.60529 0.24314 0.1627
H -0.65785 0.25661 1.71922 0.2407
H -0.17140 1.41030 0.51164 0.1687
H 3.53607 -0.08413 0.87367 0.1904
H 2.40322 1.17581 1.02058 0.1628
H 2.05255 -1.79469 0.31180 0.1975
H -0.09337 -1.66222 0.05181 0.2226
```

Values from the calculation:
2S+1 = 2
Expectation value of S² = 0.7672
LUMO level (alpha / beta) = -9.62 / -14.86 eV
HOMO-LUMO gap (alpha / beta) = 11.091 / 5.433 eV
Net charge = +2

***

Quick one: least stable of them? entry 2